The following is a quantum chemistry calculation of a 2-piece molecular cluster, C4H8F2NO overall at a distorted geometry, from the Open Molecules 2025 dataset.

The geometry in XYZ format:
```
16
Properties=species:S:1:pos:R:3:forces:R:3
C -0.375820 0.882386 1.153784 -3.6 0.8 3.2
C 1.992024 -0.671872 -0.106437 1.0 -0.9 1.8
C -1.688218 0.499504 -0.799803 -2.1 -2.9 -1.5
C 0.632322 -0.577741 -0.587232 -0.5 -1.3 -1.7
N -0.370847 0.346050 -0.164168 -1.1 -2.3 -0.9
O 0.144039 1.587012 0.110251 1.7 3.4 0.1
F -0.386708 -1.697554 1.367611 -0.2 -0.4 0.5
F 0.295622 -1.375811 -1.620444 -0.3 1.1 1.0
H -1.450223 1.197336 1.603339 2.5 -0.6 -1.4
H 0.202860 0.499540 1.967494 1.1 -0.3 -0.1
H 2.673105 -0.549834 -0.957893 0.1 0.9 0.3
H 2.155354 -0.040782 0.838569 0.2 -0.7 -1.8
H 2.281230 -1.742664 0.165052 -0.9 1.0 0.0
H -1.591942 0.727924 -1.853530 0.5 -0.5 -0.3
H -2.380212 -0.481278 -0.677896 1.9 2.4 0.0
H -2.132585 1.397785 -0.438696 -0.3 0.3 0.9
```
Forces are in eV/Å.

Spin multiplicity: 3
Frontier orbital gap (spin up / spin down) in eV: 10.186 / 8.110
Charge: +1
F_max in eV/Å: 4.9
E_LUMO (spin up / spin down) in Ha: -0.1047 / -0.3329
Calculated total energy in Eh: -486.3477